C5H13N5O | ωB97M-V with the def2-TZVPD basis set

```
24
Properties=species:S:1:pos:R:3:forces:R:3
N 1.071 -0.862 -0.252 0.4 -0.2 -0.2
C 1.716 0.296 -0.152 0.0 -0.1 0.0
N -1.026 0.581 -0.467 1.4 -3.0 0.2
H -0.570 -3.090 -0.599 0.0 -0.1 0.1
N 3.019 0.369 -0.327 0.1 0.0 0.0
H -1.883 2.899 0.141 0.1 -0.1 0.0
H 1.567 2.270 0.327 -0.1 -0.1 0.0
H 1.585 -1.668 -0.597 0.0 0.2 -0.1
N 1.026 1.439 0.117 0.2 0.2 0.2
H -0.725 -1.895 -1.889 0.0 0.1 0.0
H 0.056 -0.658 2.150 0.0 0.1 0.0
H -2.019 -2.118 -0.684 -0.1 0.0 0.1
C -0.304 -1.109 0.068 -1.4 2.6 -0.6
O -2.390 0.647 -0.494 0.0 0.5 0.6
H 3.516 1.249 -0.369 -0.1 0.0 0.0
C -0.345 1.607 -0.023 -0.8 0.2 -0.4
H -0.341 3.613 0.455 0.0 -0.1 0.0
N -0.877 2.789 0.221 -0.1 -0.1 0.0
H -1.655 -0.767 1.695 -0.1 0.0 -0.1
C -0.943 -2.093 -0.841 0.0 0.0 -0.3
C -0.659 -1.171 1.512 -0.1 -0.1 0.4
H -2.709 0.343 -1.363 0.4 0.1 0.0
H 3.597 -0.452 -0.445 -0.1 -0.1 0.1
H -0.706 -2.220 1.818 0.1 0.0 0.0
```
Positions in Å, forces in eV/Å.

Summary:
Charge: +2
Kohn-Sham gap, hartree: 0.3664
Highest occupied orbital energy, Ha: -0.6623
ΔE to the lowest compared entry with this formula, charge and spin, kcal/mol: 0.0
Total energy, eV: -14876.694
Maximum force, eV/Å: 3.325